(1)
Molecular formula: C52H49CdF2N9O8
Method: DFT, ωB97M-V/def2-TZVPD

Each line ends with the natural charge from an NBO analysis.
Element x y z (Å)
Cd (1.07156, 1.34227, -0.44882)  1.68
C (2.49476, 4.16887, 1.83658)  -0.24
O (2.44326, 2.77777, 1.66168)  -0.50
C (3.60516, 2.08417, 1.60468)  0.29
C (4.86786, 2.65247, 1.69008)  -0.29
C (6.00226, 1.85597, 1.71268)  -0.20
C (5.89586, 0.47787, 1.66278)  -0.24
C (4.64776, -0.10273, 1.55958)  -0.21
C (3.48926, 0.67677, 1.50408)  0.15
N (2.22416, 0.15587, 1.31478)  -0.34
N (2.14206, -1.11763, 1.36928)  -0.17
C (0.97336, -1.75883, 1.23108)  -0.07
C (-0.30414, -1.10353, 1.45368)  0.43
O (-0.41394, 0.08647, 1.79328)  -0.67
C (-1.47354, -1.96103, 1.34718)  -0.24
C (-1.40334, -3.25963, 0.97808)  -0.19
C (-0.15734, -3.88993, 0.70778)  -0.14
C (-0.08214, -5.21153, 0.24928)  -0.19
C (1.12536, -5.79463, -0.04662)  -0.30
C (2.30476, -5.06263, 0.13018)  -0.22
C (2.25886, -3.76473, 0.56818)  -0.22
C (1.03506, -3.13533, 0.86658)  0.09
H (3.12076, 4.43917, 2.69838)  0.16
H (1.47066, 4.48837, 2.03038)  0.19
H (2.85686, 4.68037, 0.93948)  0.20
H (4.98476, 3.72467, 1.70228)  0.21
H (6.97376, 2.32497, 1.76848)  0.20
H (6.78256, -0.14123, 1.68178)  0.20
H (4.54446, -1.17543, 1.48768)  0.22
H (-2.42994, -1.47793, 1.49968)  0.21
H (-2.30994, -3.84383, 0.85548)  0.19
H (-1.00774, -5.76903, 0.13868)  0.18
H (1.17736, -6.81783, -0.40402)  0.18
H (3.25766, -5.53443, -0.07482)  0.20
H (3.16566, -3.19333, 0.69418)  0.23
F (-2.72294, 2.74507, 4.97788)  -0.34
C (-2.68424, 3.56137, 3.87918)  0.30
C (-1.87514, 3.23407, 2.82148)  -0.20
C (-1.75984, 4.12157, 1.74858)  -0.08
C (-0.76654, 3.79067, 0.70848)  0.50
O (-0.11484, 2.76207, 0.83108)  -0.63
C (-0.61464, 4.80537, -0.30932)  -0.28
C (-1.37334, 5.91627, -0.27002)  0.08
N (-2.33204, 6.18737, 0.68238)  -0.38
C (-3.07424, 7.40397, 0.61228)  -0.06
C (-3.58974, 7.87447, -0.71212)  -0.41
C (-4.54804, 7.34437, 0.31088)  -0.43
C (-2.50504, 5.31377, 1.72278)  0.18
C (-3.37934, 5.58177, 2.78168)  -0.30
C (-3.45504, 4.72207, 3.87428)  0.14
N (-4.31654, 5.10387, 4.94288)  -0.47
C (-4.83404, 4.09037, 5.82328)  -0.23
C (-6.14184, 4.61427, 6.41688)  -0.24
N (-5.85794, 5.88907, 7.13548)  -0.49
C (-5.25524, 6.89727, 6.22028)  -0.24
C (-3.96404, 6.30107, 5.66218)  -0.23
C (0.46256, 4.70197, -1.46622)  0.79
O (0.46066, 5.66917, -2.22932)  -0.74
O (1.17416, 3.69587, -1.45802)  -0.76
H (-1.29514, 2.32197, 2.78898)  0.31
H (-1.21474, 6.67417, -1.02322)  0.25
H (-2.73764, 8.16267, 1.31698)  0.20
H (-3.38614, 7.26597, -1.57862)  0.24
H (-3.58574, 8.93547, -0.91122)  0.22
H (-4.97624, 6.36847, 0.13698)  0.23
H (-5.20854, 8.03797, 0.81428)  0.21
H (-3.99834, 6.46507, 2.77648)  0.22
H (-4.14054, 3.82827, 6.64128)  0.19
H (-5.03374, 3.18587, 5.24948)  0.27
H (-6.56954, 3.89567, 7.11558)  0.23
H (-6.85054, 4.82067, 5.61488)  0.23
H (-5.17034, 5.68537, 7.87368)  0.43
H (-6.71094, 6.25387, 7.56938)  0.44
H (-5.07454, 7.82217, 6.76868)  0.23
H (-5.95224, 7.07937, 5.40038)  0.23
H (-3.26004, 6.10847, 6.49438)  0.18
H (-3.49104, 7.00527, 4.97838)  0.26
F (-1.72214, -4.53143, -2.89562)  -0.35
C (-0.40824, -4.20583, -3.07572)  0.38
C (0.07156, -3.01693, -2.59492)  -0.22
C (1.39826, -2.67503, -2.82352)  -0.06
C (1.94156, -1.49343, -2.12482)  0.50
O (1.29926, -1.00633, -1.20762)  -0.63
C (3.23786, -1.06603, -2.59752)  -0.28
C (3.91526, -1.84403, -3.45842)  0.08
N (3.48846, -3.07093, -3.91782)  -0.39
C (4.36286, -3.87683, -4.70732)  -0.05
C (5.83216, -3.88823, -4.41992)  -0.41
C (5.00196, -5.08873, -4.08182)  -0.43
C (2.22246, -3.49713, -3.61652)  0.19
C (1.72056, -4.73373, -4.04122)  -0.27
C (0.42346, -5.11253, -3.73262)  0.06
N (0.00096, -6.43763, -4.04192)  -0.45
C (-0.97584, -7.04103, -3.17042)  -0.25
C (-0.79204, -8.55343, -3.24632)  -0.24
N (-1.01774, -8.96093, -4.66272)  -0.50
C (-0.04374, -8.29283, -5.56842)  -0.23
C (-0.21414, -6.77873, -5.42192)  -0.23
C (3.93956, 0.25177, -2.08712)  0.81
O (5.11016, 0.36737, -2.44992)  -0.73
O (3.26506, 1.00067, -1.37182)  -0.80
H (-0.55284, -2.33303, -2.03962)  0.29
H (4.88156, -1.51073, -3.80992)  0.25
H (4.05866, -3.94883, -5.74992)  0.20
H (6.20246, -3.28253, -3.60812)  0.24
H (6.50116, -3.94223, -5.26592)  0.22
H (4.78476, -5.26733, -3.03932)  0.23
H (5.11216, -5.98663, -4.67352)  0.20
H (2.34576, -5.42393, -4.58572)  0.21
H (-2.01734, -6.79333, -3.43972)  0.19
H (-0.79634, -6.69313, -2.15182)  0.28
H (-1.50364, -9.07093, -2.60302)  0.23
H (0.22746, -8.81773, -2.96572)  0.23
H (-1.96154, -8.64433, -4.92562)  0.43
H (-0.96824, -9.97943, -4.76082)  0.43
H (-0.22134, -8.61953, -6.59382)  0.23
H (0.96146, -8.57963, -5.25552)  0.23
H (-1.21894, -6.48803, -5.78352)  0.18
H (0.52706, -6.26583, -6.03462)  0.25
N (-1.44504, 0.34277, -2.26012)  -0.59
C (-0.58534, 0.79157, -1.63452)  -0.27

## Properties
Kohn-Sham gap = 3.0 eV
energy = -94502.4544 eV
charge = 0
LUMO level = -0.0582 hartree
molecular weight = 1078.4 u
spin multiplicity = 1

(2)
Molecular formula: C15H16AlEuI2O7S2
Method: DFT, ωB97M-V/def2-TZVPD

Each line ends with the Mulliken spin population.
Element x y z (Å)
I (-0.89675, 3.70580, 0.45108)  0.88
I (-2.20649, -3.37942, -0.27350)  -0.08
Eu (-0.44029, -1.21798, 0.08469)  4.08
Al (-0.00083, 1.46002, 0.15205)  -0.06
S (-1.59535, 0.51378, -1.33784)  0.11
C (1.41679, 1.87908, -1.34697)  0.01
C (1.64615, 1.57192, 1.43991)  0.01
C (-1.41107, 0.57742, -3.15099)  -0.01
C (-2.52137, -0.33549, -3.66814)  0.00
C (-0.05572, 0.14996, -3.72680)  0.00
C (-1.70900, 2.04808, -3.41337)  0.02
C (0.95585, -2.29901, 1.28115)  0.01
C (0.93869, -2.04923, -1.60157)  0.00
O (2.49851, 1.93799, 2.10530)  0.00
O (2.11163, 2.30578, -2.15949)  0.00
O (1.56143, -2.96843, 1.96269)  0.00
O (1.51064, -2.60469, -2.44491)  0.01
H (-2.52576, -0.30154, -4.76283)  0.00
H (-3.49418, -0.00291, -3.29575)  0.00
H (-2.36731, -1.37290, -3.34625)  0.00
H (0.19741, 0.83923, -4.55159)  0.00
H (-0.11076, -0.86615, -4.14615)  0.00
H (0.76841, 0.19876, -3.00592)  0.00
H (-1.71607, 2.21140, -4.49415)  0.00
H (-0.95920, 2.70491, -2.95839)  -0.01
H (-2.68750, 2.31637, -3.00350)  0.00
C (0.36209, -3.01412, 8.69519)  0.04
C (0.12519, -2.30294, 7.40646)  0.21
C (0.12201, -0.89683, 7.38543)  0.24
C (-0.03746, -0.19816, 6.16967)  -0.05
C (-0.22882, -0.89914, 4.97267)  0.28
C (-0.21739, -2.29869, 4.97914)  -0.05
C (-0.06195, -2.99824, 6.19797)  0.22
S (-0.07750, 0.14285, 3.21969)  0.02
O (-0.05368, 1.50870, 3.81983)  0.00
O (1.21835, -0.49760, 2.85542)  0.01
O (-1.02425, 0.02361, 2.10014)  0.00
H (1.33042, -2.73079, 9.10914)  0.05
H (-0.40035, -2.75088, 9.42746)  0.05
H (0.35418, -4.09241, 8.56073)  0.00
H (0.27135, -0.34118, 8.30611)  0.00
H (0.00456, 0.88342, 6.18019)  0.00
H (-0.32201, -2.85381, 4.06205)  -0.01
H (-0.05597, -4.07880, 6.20137)  0.01

## Properties
Kohn-Sham gap (spin up / spin down) = 5.7 / 3.8 eV
energy = -93893.8652 eV
charge = +4
LUMO level (spin up / spin down) = -0.5623 / -0.6305 hartree
molecular weight = 805.2 u
spin multiplicity = 7

(3)
Molecular formula: C3H5NO3
Method: DFT, ωB97M-V/def2-TZVPD

Each line ends with the natural charge from an NBO analysis.
Element x y z (Å)
O (1.31407, -0.84820, 1.90212)  -0.50
C (1.39468, 0.30539, 1.58512)  0.43
C (0.47830, 1.01822, 0.63499)  -0.34
N (-0.70919, 0.33396, 0.23133)  -0.63
C (-0.86480, -0.21304, -1.00524)  0.88
O (-0.09218, 0.36516, -1.94234)  -0.71
O (-1.63465, -1.10905, -1.26328)  -0.64
H (2.15556, 0.95735, 2.03724)  0.11
H (0.24760, 1.96537, 1.13311)  0.21
H (1.00238, 1.36931, -0.24146)  0.26
H (-1.32577, -0.14756, 0.87582)  0.42
H (-0.43854, 0.11228, -2.81335)  0.51

## Properties
Kohn-Sham gap = 10.6 eV
energy = -10824.8317 eV
charge = 0
energy relative to the best compared isomer or geometry (same formula, charge and spin) = 19.74 kcal/mol
LUMO level = 0.0225 hartree
molecular weight = 103.1 u
structure (SMILES) = O=CCNC(=O)O
spin multiplicity = 1

(4)
Molecular formula: C20H50O5
Method: DFT, ωB97M-V/def2-TZVPD

Each line ends with the Löwdin charge.
Element x y z (Å)
C (50.14800, 77.75000, 36.14300)  -0.07
C (49.16800, 77.47900, 37.26000)  -0.36
O (49.76800, 76.67500, 38.16900)  -0.18
C (49.00300, 76.44400, 39.33500)  -0.36
C (49.90700, 75.88500, 40.27000)  -0.11
H (49.49600, 78.30400, 35.28400)  0.12
H (50.49500, 76.75000, 35.66500)  0.10
H (51.08400, 78.32000, 36.42500)  0.06
H (48.28700, 76.91700, 37.01000)  0.11
H (48.90400, 78.35500, 37.80300)  0.10
H (48.09800, 75.84300, 38.95800)  0.13
H (48.27900, 77.35200, 39.85600)  0.18
H (50.19400, 74.93000, 39.84900)  0.09
H (49.35100, 75.70200, 41.28100)  0.12
H (50.73300, 76.62400, 40.36100)  0.07
C (58.16800, 79.49900, 46.12400)  -0.10
C (56.72300, 79.25900, 46.02200)  -0.34
O (56.37400, 79.84000, 44.82800)  -0.11
C (55.01300, 79.63800, 44.28900)  -0.28
C (54.95500, 80.07000, 42.95400)  -0.07
H (58.57700, 80.58100, 46.38500)  0.13
H (58.66100, 79.11600, 45.33200)  0.03
H (58.47900, 78.92900, 46.96900)  0.06
H (56.21700, 79.51100, 46.91500)  0.10
H (56.62500, 78.12500, 46.05900)  0.14
H (54.22800, 79.93800, 44.90500)  0.10
H (54.63700, 78.65400, 44.31600)  0.09
H (55.15400, 81.01600, 42.83300)  0.02
H (53.76800, 79.98000, 42.74600)  0.13
H (55.64200, 79.48400, 42.24600)  0.11
C (51.31100, 79.37100, 41.06500)  -0.05
C (51.67500, 79.21100, 39.59600)  -0.35
O (52.87000, 79.75000, 39.40300)  -0.11
C (53.43600, 79.43700, 38.11200)  -0.29
C (54.72100, 79.88100, 38.00000)  -0.12
H (52.24100, 79.01900, 41.60000)  0.07
H (50.38100, 79.03900, 41.44600)  0.06
H (51.51100, 80.41100, 41.35500)  0.08
H (50.96600, 79.85500, 39.13200)  0.12
H (51.70400, 78.17900, 39.34400)  0.08
H (52.79400, 79.90000, 37.41200)  0.12
H (53.57100, 78.36600, 37.92500)  0.12
H (55.69600, 79.49900, 38.54700)  0.14
H (54.84600, 80.83300, 38.13500)  0.02
H (55.27500, 79.69300, 37.07100)  0.10
C (53.67200, 75.73300, 39.53100)  -0.04
C (54.45000, 76.53200, 40.59800)  -0.30
O (55.31600, 75.70000, 41.24300)  -0.17
C (56.08100, 76.28000, 42.19700)  -0.35
C (57.07100, 75.22200, 42.66100)  -0.06
H (53.25000, 75.03200, 40.13300)  0.03
H (54.45100, 75.26000, 39.00400)  0.05
H (53.08700, 76.25600, 38.65400)  0.11
H (53.79200, 76.96300, 41.41500)  0.12
H (54.98300, 77.41400, 40.04800)  0.13
H (55.44100, 76.43400, 43.06400)  0.08
H (56.49900, 77.27800, 41.75500)  0.15
H (57.35500, 75.60800, 43.73700)  0.11
H (57.78500, 75.33800, 41.80400)  0.09
H (56.66600, 74.25000, 42.75500)  0.06
C (52.92300, 75.44200, 44.33800)  -0.05
C (51.70100, 76.34700, 44.36600)  -0.32
O (51.90000, 77.64200, 44.76800)  -0.10
C (50.64300, 78.37200, 44.76500)  -0.22
C (51.02500, 79.80500, 44.85800)  -0.05
H (52.68800, 74.41600, 44.29000)  0.05
H (53.66600, 75.27900, 45.23800)  0.11
H (53.61800, 75.97700, 43.59000)  0.07
H (50.94900, 75.81500, 44.98100)  0.14
H (51.42500, 76.17800, 43.53900)  0.00
H (49.88300, 78.04500, 45.60000)  0.16
H (50.16600, 78.25400, 43.89500)  0.06
H (51.82600, 80.00800, 44.24200)  0.05
H (51.18200, 79.97200, 45.78100)  0.01
H (50.19400, 80.46300, 44.65300)  0.10

## Properties
Kohn-Sham gap = 10.2 eV
energy = -31776.6183 eV
charge = 0
energy relative to the best compared isomer or geometry (same formula, charge and spin) = 29.35 kcal/mol
LUMO level = 0.0311 hartree
molecular weight = 370.6 u
structure (SMILES) = CCOCC.CCOCC.CCOCC.CCOCC.CCOCC
spin multiplicity = 1

(5)
Molecular formula: C26H32Ge2N3O4Pd
Method: DFT, ωB97M-V/def2-TZVPD

Each line ends with the natural charge from an NBO analysis.
Element x y z (Å)
Pd (-0.85830, 0.23730, -0.00170)  0.81
C (2.43410, 1.25080, 3.24200)  -0.69
C (1.40700, 1.10300, 2.17010)  0.23
N (1.49910, 0.26250, 1.18930)  -0.10
O (2.56870, -0.58100, 1.14950)  -0.54
C (0.22220, 1.91690, 2.15730)  0.18
C (0.04260, 3.03650, 3.12830)  -0.68
N (-0.71950, 1.65260, 1.27590)  -0.02
O (-1.81910, 2.26910, 1.21870)  -0.48
H (3.14210, 0.42700, 3.19520)  0.26
H (1.96680, 1.26850, 4.22410)  0.25
H (2.98000, 2.18440, 3.11650)  0.25
H (2.67350, -0.82980, 0.21300)  0.52
H (0.86890, 3.74080, 3.04950)  0.24
H (0.02190, 2.64870, 4.14650)  0.24
H (-0.88860, 3.55840, 2.92150)  0.26
O (2.12460, -1.58280, -2.48780)  -0.65
C (1.16850, -1.00640, -2.01170)  0.73
O (1.11020, 0.03700, -1.32390)  -0.81
C (-0.22860, -1.63550, -2.28240)  0.12
C (-0.38770, -2.49760, -3.35610)  -0.20
C (-1.64960, -3.00780, -3.60360)  -0.13
C (-2.68760, -2.65700, -2.75080)  -0.24
C (-2.43240, -1.80540, -1.69350)  0.03
N (-1.21950, -1.29260, -1.46360)  -0.48
H (0.47310, -2.74470, -3.95550)  0.27
H (-1.82560, -3.67760, -4.42830)  0.24
H (-3.68540, -3.03730, -2.90080)  0.24
H (-3.21790, -1.52220, -1.00430)  0.22
Ge (-0.78330, -1.55140, 1.66460)  1.28
C (-0.29330, -1.26210, 3.56150)  -0.46
C (-1.06700, -0.43280, 4.36310)  -0.22
C (-0.78700, -0.31080, 5.71260)  -0.21
C (0.27030, -1.01530, 6.26640)  -0.17
C (1.05680, -1.82910, 5.46640)  -0.23
C (0.78740, -1.93860, 4.11290)  -0.15
C (-2.79300, -1.68470, 1.59580)  -0.44
C (-3.58680, -0.54430, 1.52430)  -0.26
C (-4.96890, -0.65210, 1.49660)  -0.20
C (-5.56180, -1.90160, 1.54570)  -0.19
C (-4.77440, -3.03910, 1.61390)  -0.21
C (-3.39240, -2.93660, 1.61480)  -0.16
H (-0.31720, -2.99450, 1.37590)  -0.12
H (-1.90700, 0.10310, 3.93900)  0.22
H (-1.40070, 0.32520, 6.33330)  0.23
H (0.48530, -0.92400, 7.32070)  0.23
H (1.86680, -2.39770, 5.89980)  0.23
H (1.40660, -2.56150, 3.48050)  0.22
H (-3.14640, 0.44860, 1.50860)  0.23
H (-5.57650, 0.23860, 1.44770)  0.23
H (-6.63640, -1.99010, 1.52930)  0.23
H (-5.23200, -4.01360, 1.67810)  0.23
H (-2.78050, -3.82940, 1.65640)  0.22
C (0.14690, 3.13910, -1.79350)  -1.05
Ge (-1.63450, 2.55580, -2.44390)  1.46
C (-1.55600, 1.74170, -4.26110)  -1.02
C (-3.14670, 3.86760, -2.38570)  -1.02
C (-2.24440, 1.15910, -1.29010)  -0.33
H (0.58290, 3.89900, -2.43020)  0.25
H (0.80500, 2.27340, -1.78150)  0.27
H (0.07680, 3.53370, -0.78350)  0.24
H (-1.50210, 2.52660, -5.00730)  0.25
H (-2.45550, 1.15930, -4.44260)  0.23
H (-0.68930, 1.09670, -4.36540)  0.25
H (-2.88440, 4.73990, -2.97140)  0.25
H (-3.37780, 4.16820, -1.36970)  0.24
H (-4.01950, 3.39860, -2.82990)  0.23
H (-3.27030, 1.00010, -0.95760)  0.14

## Properties
Kohn-Sham gap (spin up / spin down) = 5.6 / 5.7 eV
energy = -156638.9373 eV
charge = +1
energy relative to the best compared isomer or geometry (same formula, charge and spin) = 27.16 kcal/mol
LUMO level (spin up / spin down) = -0.2121 / -0.2120 hartree
molecular weight = 702.2 u
spin multiplicity = 1

(6)
Molecular formula: C3H4N2O
Method: DFT, ωB97M-V/def2-TZVPD

Each line ends with the natural charge from an NBO analysis.
Element x y z (Å)
C (0.89726, -1.29312, 0.38000)  -0.50
C (-0.36037, -0.81177, 0.21938)  -0.01
O (-1.76671, 1.09376, -0.01642)  -0.50
N (-0.56802, 0.43739, -0.28567)  -0.19
C (0.65678, 1.25059, -0.35478)  0.38
N (1.44344, 2.04486, -0.67734)  -0.32
H (-1.86290, 1.72036, -0.75605)  0.49
H (-1.21018, -1.21240, 0.76536)  0.22
H (1.68509, -1.12132, -0.34650)  0.22
H (1.08560, -2.10838, 1.07202)  0.22

## Properties
Kohn-Sham gap = 9.4 eV
energy = -8199.2518 eV
charge = 0
energy relative to the best compared isomer or geometry (same formula, charge and spin) = 106.85 kcal/mol
LUMO level = 0.0224 hartree
molecular weight = 84.1 u
structure (SMILES) = C=CN(O)C#N
spin multiplicity = 1